(1)
{"formula": "C3H3FNO2", "method": "ωB97M-V with the def2-TZVPD basis set", "elements": ["C", "C", "C", "N", "O", "O", "F", "H", "H", "H"], "coordinates": [[1.268, 0.897, 1.417], [-0.039, -0.274, -1.194], [-0.248, -0.424, 0.215], [-1.075, 0.394, -0.355], [0.661, 1.041, 2.392], [2.146, 0.845, 0.659], [-2.658, -0.460, -0.786], [0.883, 0.147, -1.344], [-0.481, -0.902, -1.917], [-0.456, -1.263, 0.911]], "forces_ev_per_a": [[0.01, -0.66, -0.15], [-0.74, -1.07, 0.39], [-1.24, -2.23, 1.53], [0.66, 2.18, 0.95], [-0.79, 0.48, 1.17], [0.88, 0.26, -0.90], [-0.56, -0.75, -0.44], [1.97, 1.54, -1.33], [-0.38, -0.70, -0.87], [0.19, 0.94, -0.34]], "relative_energy_kcal_mol": 70.3, "e_lumo_ha": [0.133, 0.133], "homo_lumo_gap_ev": [6.9, 6.9], "charge": -1}

***

(2)
{"formula": "C3H3FO", "method": "ωB97M-V with the def2-TZVPD basis set", "elements": ["O", "C", "C", "C", "F", "H", "H", "H"], "coordinates": [[1.507, -1.237, 0.194], [1.132, -0.031, -0.090], [-0.146, 0.607, 0.026], [-1.107, -0.116, 0.145], [-1.003, -1.486, -0.163], [2.134, 0.600, -0.494], [-0.331, 1.569, -0.158], [-2.186, 0.094, 0.540]], "forces_ev_per_a": [[-2.44, 5.15, -0.87], [7.19, -3.61, -0.67], [6.95, 1.60, -0.69], [-10.20, -8.13, 1.37], [-0.67, 2.03, 1.11], [-2.93, -0.85, 0.93], [0.03, 4.00, 0.15], [2.08, -0.19, -1.34]], "relative_energy_kcal_mol": 48.6, "e_lumo_ha": -0.007, "homo_lumo_gap_ev": 9.6, "charge": 0}

***

(3)
{"formula": "C3H3FO2", "method": "ωB97M-V with the def2-TZVPD basis set", "elements": ["C", "C", "C", "O", "O", "F", "H", "H", "H"], "coordinates": [[0.335, -0.871, -1.307], [2.461, -1.913, -0.650], [0.687, 0.529, -0.977], [-0.589, -1.458, -1.810], [3.243, -2.616, -1.154], [2.636, -1.540, 0.682], [1.254, 0.623, -1.955], [1.369, 0.631, -0.228], [-0.185, 1.185, -0.893]], "forces_ev_per_a": [[-1.87, -2.90, -0.39], [-2.03, 0.80, -0.07], [-1.24, -0.81, -3.46], [3.87, 2.10, 1.96], [0.05, -0.10, -0.34], [-0.22, 0.14, -0.37], [-0.40, 0.93, 0.82], [1.67, -0.01, 2.09], [0.17, -0.15, -0.25]], "relative_energy_kcal_mol": 58.2, "e_lumo_ha": [-0.019, -0.019], "homo_lumo_gap_ev": [8.6, 8.6], "charge": 0}

***

(4)
{"formula": "C3H3FO2", "method": "ωB97M-V with the def2-TZVPD basis set", "elements": ["C", "C", "C", "O", "O", "F", "H", "H", "H"], "coordinates": [[0.352, -0.430, -0.118], [-0.775, 0.223, 0.154], [-2.019, -0.489, 0.101], [-2.410, -1.584, 0.055], [-3.224, 0.769, 0.045], [-4.444, 0.160, -0.081], [1.313, 0.057, -0.116], [0.336, -1.481, -0.364], [-0.829, 1.275, 0.386]], "forces_ev_per_a": [[-0.25, 0.07, 0.06], [0.74, 0.19, -0.02], [-3.48, 1.58, -0.28], [0.33, 0.10, 0.03], [3.47, -1.31, 0.28], [-0.86, -0.75, -0.08], [0.07, 0.16, 0.03], [-0.04, -0.12, 0.00], [0.02, 0.07, -0.01]], "relative_energy_kcal_mol": 100.4, "e_lumo_ha": -0.021, "homo_lumo_gap_ev": 10.0, "charge": 0}